Record 1
C36H30As2F12HgN6O12 | wB97M-V/def2-TZVPD

Values from the calculation:
spin multiplicity: 1
ΔE to the lowest compared entry with this formula, charge and spin: 248.5 kcal/mol
highest occupied orbital energy: -0.3698 Ha

Last column: Mulliken charge in e.
Element x y z (Å)
Hg 0.964835 0.848634 -0.781457  1.279
As -4.299815 0.656824 -2.102827  2.036
F -4.086905 -0.779636 -0.931687  -0.527
F -2.521755 0.989734 -1.861177  -0.512
F -4.368655 2.150624 -3.145517  -0.492
F -6.025135 0.355424 -2.440077  -0.485
F -4.692025 1.765224 -0.779137  -0.477
F -3.853085 -0.366806 -3.498477  -0.493
As 0.390215 6.083464 -2.377447  2.036
F 0.438725 4.567574 -1.307627  -0.547
F -1.335485 6.108854 -2.376887  -0.442
F 0.470045 7.507084 -3.366217  -0.477
F 2.219155 6.155054 -2.202867  -0.515
F 0.556955 5.039824 -3.787267  -0.490
F 0.340285 7.031894 -0.851887  -0.495
C -2.059725 -5.894056 -5.969507  -0.535
C -1.590315 -4.579596 -6.037687  -0.374
C -1.263725 -3.866626 -4.918287  -0.630
C -1.488745 -4.534716 -3.666757  0.376
C -2.239595 -5.748636 -3.562187  -0.352
C -2.521605 -6.433226 -4.755287  -0.375
N -1.078875 -3.871956 -2.402627  1.015
O -1.203235 -4.480486 -1.381767  -0.599
O -0.561905 -2.738956 -2.354737  -0.591
H -2.223795 -6.424166 -6.896037  0.361
H -1.382315 -4.193536 -7.024647  0.390
H -0.853795 -2.877486 -4.777017  0.604
H -2.314825 -6.224966 -2.595827  0.400
H -2.922295 -7.431576 -4.659597  0.359
C 1.653015 7.152374 5.644883  -0.393
C 2.686705 6.335874 6.175003  -0.448
C 2.999295 5.104984 5.504363  -0.298
C 2.431955 4.799034 4.223973  0.111
C 1.423375 5.683374 3.748913  -0.423
C 1.071695 6.778764 4.436113  -0.445
N 3.012495 3.639694 3.515043  0.908
O 2.494935 3.368924 2.384423  -0.531
O 3.978135 3.045874 4.092283  -0.553
H 1.194175 8.023324 6.089093  0.357
H 3.181265 6.695204 7.065333  0.372
H 3.803875 4.481954 5.866133  0.423
H 1.032445 5.556534 2.750173  0.572
H 0.261095 7.345644 4.002573  0.385
C -5.018555 5.673414 4.501523  -0.554
C -4.353405 5.725924 3.262443  -0.337
C -3.777605 4.650934 2.729403  -0.520
C -3.914585 3.427934 3.396263  0.449
C -4.737885 3.270314 4.458963  -0.282
C -5.377975 4.367254 4.990343  -0.508
N -3.026075 2.282274 2.974523  0.893
O -3.323905 1.103524 3.236193  -0.530
O -1.999945 2.575484 2.343503  -0.440
H -5.416365 6.571504 4.950503  0.388
H -4.262665 6.652284 2.714683  0.399
H -3.248275 4.715024 1.790193  0.561
H -4.812255 2.321744 4.969913  0.410
H -5.764355 4.192364 5.983583  0.333
C -1.060895 -5.700936 5.201753  -0.397
C -1.229965 -4.643016 6.125263  -0.381
C -0.723685 -3.391676 5.837453  -0.353
C 0.049775 -3.311496 4.640363  0.391
C 0.296475 -4.432186 3.800423  -0.446
C -0.255945 -5.665436 4.067333  -0.502
N 0.663375 -2.054056 4.289493  0.848
O 0.688945 -1.721206 3.083523  -0.483
O 0.813415 -1.257966 5.133093  -0.564
H -1.296945 -6.693366 5.556383  0.311
H -1.712875 -4.870966 7.064003  0.377
H -0.720705 -2.631656 6.604763  0.406
H 0.766355 -4.293716 2.837913  0.442
H -0.057385 -6.577506 3.524103  0.400
C 7.219095 -5.007146 2.392623  -0.303
C 6.841305 -5.754526 1.305673  -0.463
C 6.019485 -5.195816 0.376543  -0.163
C 5.533945 -3.909046 0.518363  0.014
C 6.024525 -3.112996 1.582593  -0.308
C 6.736025 -3.682846 2.544123  -0.515
N 4.595655 -3.306476 -0.404937  0.917
O 4.312355 -3.898986 -1.451487  -0.550
O 4.061665 -2.160686 -0.182197  -0.563
H 7.812525 -5.479846 3.161253  0.367
H 7.266455 -6.747196 1.289243  0.364
H 5.871485 -5.850096 -0.469877  0.399
H 5.725055 -2.075946 1.617613  0.439
H 6.929905 -3.058696 3.403913  0.361
C -1.701865 -0.206486 -8.920667  -0.254
C -1.994065 0.503024 -7.789247  -0.644
C -0.944725 0.795894 -6.889477  -0.278
C 0.440775 0.452064 -7.241007  0.061
C 0.627175 -0.244766 -8.456147  -0.229
C -0.440495 -0.583206 -9.260207  -0.468
N 1.540955 0.589454 -6.216947  0.940
O 1.206155 0.609124 -5.051747  -0.503
O 2.653435 0.442924 -6.527207  -0.562
H -2.468005 -0.414016 -9.653037  0.384
H -3.047665 0.725654 -7.707107  0.432
H -1.204955 1.345174 -5.996747  0.553
H 1.616355 -0.599656 -8.705107  0.399
H -0.135745 -1.284976 -10.022457  0.373

Forces on atoms 1 to 6 (eV/Å):
Hg -0.7 0.4 -0.2
As 0.1 0.4 -0.2
F -0.6 2.1 -1.8
F -0.8 -0.2 0.0
F 0.3 -1.9 0.7
F 1.7 0.0 0.6



Record 2
C25H26GaN3O5S3 | wB97M-V/def2-TZVPD

Values from the calculation:
spin multiplicity: 1
ΔE to the lowest compared entry with this formula, charge and spin: 5.2 kcal/mol
net charge: -2
highest occupied orbital energy: -0.0815 Ha

Last column: natural (NBO) charge in e.
Element x y z (Å)
Ga -0.155285 -0.421320 -0.056552  1.566
C -2.369375 -0.591798 8.141356  -0.622
C -2.114024 -1.020790 6.720911  -0.047
C -1.790009 -2.337744 6.416167  -0.236
C -1.526414 -2.725891 5.107698  -0.178
C -1.585877 -1.789011 4.090495  -0.329
C -1.915336 -0.471031 4.375075  -0.193
C -2.176106 -0.094742 5.680834  -0.168
S -1.313419 -2.271578 2.392313  2.359
O -2.572846 -2.083171 1.718060  -0.961
O -0.780410 -3.616551 2.485298  -0.991
N -0.270752 -1.217331 1.843788  -1.092
C 1.075283 -1.372787 2.387399  -0.355
C 2.066419 -0.504425 1.618387  0.804
O 3.184856 -0.319666 2.075100  -0.675
O 1.638593 -0.030158 0.491097  -0.840
H -2.536909 -1.452568 8.790404  0.203
H -3.243951 0.058453 8.207685  0.209
H -1.519015 -0.034065 8.541842  0.210
H -1.742076 -3.073078 7.213229  0.193
H -1.262526 -3.746646 4.864579  0.237
H -1.982839 0.245584 3.564702  0.262
H -2.443915 0.935991 5.890845  0.197
H 1.433511 -2.405353 2.314438  0.224
H 1.133849 -1.079760 3.441750  0.200
S 0.299232 0.505147 -2.261870  -0.197
C -0.213354 -0.836892 -3.216845  -0.292
C -0.340742 -0.600323 -4.629109  0.301
N -0.427150 -0.379946 -5.756889  -0.382
C -0.496782 -2.076113 -2.726851  -0.315
S -0.394962 -2.516962 -1.044118  -0.203
C -0.915538 -3.112069 -3.622656  0.297
N -1.248312 -3.964233 -4.324689  -0.385
C -3.749467 -1.022497 -0.819480  -0.589
C -4.063526 0.457252 -0.633800  -0.225
C -3.543739 1.282061 -1.813233  -0.607
C -3.651468 1.054396 0.702121  -0.043
C -4.662700 1.387996 1.594109  -0.214
C -4.420235 2.111202 2.753354  -0.263
C -3.130746 2.558231 2.980768  -0.234
C -2.073490 2.228205 2.132716  -0.086
C -0.745939 2.919223 2.386853  -0.209
C 0.500821 2.048400 2.473879  -0.604
C -0.540832 4.020073 1.339439  -0.603
C -2.313780 1.394646 1.018849  0.357
O -1.320015 1.055869 0.204447  -0.908
H -4.153351 -1.365020 -1.777281  0.187
H -4.171039 -1.627710 -0.016653  0.223
H -2.680054 -1.223045 -0.828676  0.221
H -5.157052 0.547412 -0.641012  0.176
H -2.458602 1.219585 -1.896066  0.247
H -3.815958 2.336026 -1.704838  0.190
H -3.981433 0.908994 -2.743696  0.191
H -5.677264 1.087085 1.351093  0.190
H -5.223676 2.350413 3.440124  0.189
H -2.920986 3.185959 3.842421  0.187
H -0.860503 3.402257 3.364481  0.176
H 0.790903 1.655902 1.503493  0.241
H 0.361249 1.202348 3.152180  0.207
H 1.332560 2.648762 2.853387  0.193
H -0.454131 3.568842 0.348058  0.229
H 0.378189 4.579460 1.539428  0.189
H -1.382250 4.716292 1.325911  0.194

Forces on atoms 1 to 6 (eV/Å):
Ga -0.1 0.0 0.0
C 0.0 0.0 0.0
C 0.0 0.0 0.0
C 0.0 0.0 0.0
C 0.1 0.0 0.0
C 0.0 0.0 0.1



Record 3
C3H15NO4 | wB97M-V/def2-TZVPD

Values from the calculation:
SMILES: C=CNC.O.O.O.O
spin multiplicity: 1
ΔE to the lowest compared entry with this formula, charge and spin: 27.8 kcal/mol
highest occupied orbital energy: -0.3107 Ha

Last column: natural (NBO) charge in e.
Element x y z (Å)
C 0.747379 -2.161525 -0.232153  -0.532
C 1.563912 -1.218811 0.212661  0.020
N 1.176867 0.066782 0.602699  -0.679
C 2.213297 1.033394 0.795088  -0.423
H -0.332132 -2.146012 -0.294593  0.201
H 1.126719 -3.118961 -0.536143  0.208
H 2.641185 -1.307446 0.268758  0.193
H 0.329392 0.450665 0.199324  0.416
H 1.932720 1.878223 1.441554  0.202
H 3.090336 0.713160 1.348228  0.206
H 2.560565 1.574332 -0.096409  0.178
O -3.003323 -0.221953 -2.007057  -0.982
H -2.793913 -1.045429 -2.463017  0.475
H -2.344010 0.432655 -2.303268  0.499
O -0.475447 0.694025 -2.468001  -0.940
H -0.340912 -0.121151 -1.959321  0.476
H -0.204212 1.327135 -1.790222  0.483
O -1.482931 1.073630 0.142316  -1.002
H -1.819752 0.896148 1.044743  0.504
H -2.220593 0.606201 -0.302132  0.499
O -1.132694 0.077156 2.699590  -0.974
H -0.315237 -0.007068 2.177407  0.495
H -0.917223 0.524840 3.519954  0.478

Forces on atoms 1 to 6 (eV/Å):
C -0.1 -1.0 -0.3
C -0.4 1.2 -0.2
N 0.2 -0.3 0.5
C 0.6 2.1 0.5
H -0.1 0.7 0.2
H 0.4 -0.2 0.0



Q: Look up the highest occupied orbital energy of the third one.
A: -0.3107 Ha